Arrangement w

DFT (the ωB97M-V functional and the def2-TZVPD basis) results for C4H11NS in the gas phase.

Molecular weight = 105.2 g/mol
HOMO energy = -8.6644 eV
Kohn-Sham gap = 0.354 Ha
SMILES string = CN(C)CCS
Lowest unoccupied orbital energy = 0.97 eV

Element x y z (Å)
1 C -0.552 -1.202 -1.037
2 C -1.326 1.114 -1.200
3 C 0.163 0.424 0.545
4 C 1.459 -0.354 0.938
5 H -1.119 -1.503 -1.945
6 H 0.401 -1.805 -1.083
7 H -1.138 -1.706 -0.241
8 H -1.050 2.136 -1.013
9 H -2.200 1.031 -0.699
10 H -1.560 1.131 -2.255
11 H -0.523 0.305 1.403
12 H 0.459 1.505 0.584
13 H 1.182 -1.349 1.257
14 H 2.064 -0.332 0.042
15 H 1.551 0.044 3.222
16 N -0.269 0.206 -0.800
17 S 2.457 0.357 2.281


Arrangement x

DFT (the ωB97M-V functional and the def2-TZVPD basis) results for a molecular structure, C4H11NS.

Molecular weight = 105.2 g/mol
HOMO energy = -8.9020 eV
Kohn-Sham gap = 0.356 Ha
Lowest unoccupied orbital energy = 0.79 eV

Element x y z (Å)
1 C -1.154 1.061 -0.484
2 C -0.543 -0.176 0.164
3 C 0.900 -0.090 -0.144
4 C 1.634 -1.348 0.573
5 H -2.998 1.850 -1.003
6 H -3.321 0.251 0.277
7 H -1.071 1.216 -1.551
8 H -0.611 1.855 0.092
9 H -0.995 -0.170 1.316
10 H -1.138 -1.123 -0.212
11 H 1.061 0.920 0.312
12 H 0.661 -0.306 -1.223
13 H 1.841 -1.175 1.669
14 H 1.360 -2.310 0.563
15 H 3.435 -0.108 -0.179
16 N -2.526 1.319 -0.054
17 S 3.464 -1.667 -0.116


Arrangement y

DFT (the ωB97M-V functional and the def2-TZVPD basis) results for C4H11NS in the gas phase.

Molecular weight = 105.2 g/mol
HOMO energy = -8.6613 eV
Kohn-Sham gap = 0.356 Ha
SMILES string = CCSCNC
Lowest unoccupied orbital energy = 1.04 eV

Element x y z (Å)
1 C -2.485 -0.212 -0.043
2 C -1.412 -1.212 0.344
3 S -0.003 -0.477 1.239
4 H -2.789 0.350 0.839
5 H -2.144 0.425 -0.858
6 H -3.388 -0.740 -0.364
7 H -1.823 -2.006 0.969
8 H -0.999 -1.723 -0.522
9 C 1.888 1.564 -1.586
10 C 1.167 -0.273 -0.142
11 N 0.771 0.800 -1.035
12 H 1.522 2.203 -2.379
13 H 2.389 2.218 -0.859
14 H 2.631 0.888 -1.994
15 H 2.130 -0.101 0.341
16 H 1.203 -1.216 -0.674
17 H 0.138 1.420 -0.550


Arrangement z

DFT (the ωB97M-V functional and the def2-TZVPD basis) results for 3 unconnected molecules or ions with the total composition C4H11NS.

Molecular weight = 105.2 g/mol
HOMO energy = -7.8815 eV
Kohn-Sham gap = 0.261 Ha
Lowest unoccupied orbital energy = -0.77 eV

Element x y z (Å)
1 C 2.150 0.010 -2.349
2 S 1.215 -1.287 -1.455
3 H 2.899 0.455 -1.697
4 H 2.697 -0.403 -3.205
5 H 1.481 0.863 -2.681
6 C -1.942 1.343 0.738
7 C -0.970 0.385 1.411
8 C -0.821 -0.909 1.031
9 N 0.224 -1.675 1.590
10 H -2.477 0.852 -0.077
11 H -2.680 1.695 1.459
12 H -1.421 2.263 0.398
13 H -0.363 0.846 2.197
14 H -1.559 -1.335 0.337
15 H 1.054 -1.086 1.602
16 H 0.396 -2.412 0.942
17 H 0.118 0.395 -0.242


We find arrangement y to be the most stable, with the next structure 15.8 kcal/mol higher.


Arrangement w

DFT (the ωB97M-V functional and the def2-TZVPD basis) results for 2 unconnected molecules or ions with the total composition C2H6N2O.

Molecular weight = 74.1 g/mol
HOMO energy (spin up / spin down) = -7.3286 / -8.9527 eV
Kohn-Sham gap (spin up / spin down) = 0.299 / 0.266 Ha
Lowest unoccupied orbital energy (spin up / spin down) = 0.81 / -1.71 eV
Multiplicity = 3

Element x y z (Å)
1 C -1.423 0.220 -0.996
2 C -1.661 0.293 0.255
3 N 2.211 -0.584 0.165
4 N 1.581 0.112 0.890
5 O -0.238 0.368 -1.647
6 H -2.033 0.037 -1.888
7 H -0.985 0.347 1.143
8 H -2.629 0.215 0.644
9 H 3.010 -1.203 0.459
10 H 0.455 0.266 -1.018
11 H 1.711 -0.073 1.993


Arrangement x

DFT (the ωB97M-V functional and the def2-TZVPD basis) results for 2 unconnected molecules or ions with the total composition C2H6N2O.

Molecular weight = 74.1 g/mol
HOMO energy (spin up / spin down) = -6.6251 / -10.3202 eV
Kohn-Sham gap (spin up / spin down) = 0.273 / 0.335 Ha
Lowest unoccupied orbital energy (spin up / spin down) = 0.80 / -1.19 eV
Multiplicity = 3

Element x y z (Å)
1 C 0.338 -0.317 0.193
2 C 1.131 1.071 -1.628
3 N 1.301 -0.919 0.661
4 N -1.798 -0.422 1.472
5 O -0.924 -0.115 0.222
6 H 0.537 1.991 -1.871
7 H 2.179 1.058 -1.145
8 H 0.683 0.339 -2.237
9 H 1.250 -1.288 1.628
10 H -1.998 -1.401 1.366
11 H -2.698 0.004 1.339


We find arrangement w to be the most stable, with the next structure 40.4 kcal/mol higher.


Arrangement w

DFT (the ωB97M-V functional and the def2-TZVPD basis) results for C5H4OS in the gas phase.

Molecular weight = 112.2 g/mol
HOMO energy = -9.7848 eV
Kohn-Sham gap = 0.382 Ha
SMILES string = C#CC[C@H]1SC1=O
Lowest unoccupied orbital energy = 0.62 eV

Element x y z (Å)
1 C 1.838 1.579 -0.592
2 C -0.695 -0.398 0.709
3 C 1.300 0.539 -0.350
4 C -1.945 -0.441 -0.025
5 C 0.599 -0.687 -0.041
6 O -2.750 -1.081 -0.611
7 S -1.571 1.207 0.357
8 H 2.321 2.483 -0.812
9 H -0.709 -0.657 1.761
10 H 0.376 -1.215 -0.973
11 H 1.235 -1.327 0.576


Arrangement x

DFT (the ωB97M-V functional and the def2-TZVPD basis) results for C5H4OS in the gas phase.

Molecular weight = 112.2 g/mol
HOMO energy = -9.0602 eV
Kohn-Sham gap = 0.289 Ha
SMILES string = C#CC(=O)C(C)=S
Lowest unoccupied orbital energy = -1.20 eV

Element x y z (Å)
1 C -0.642 -2.165 0.058
2 C -0.559 -0.651 -0.091
3 C 0.810 -0.005 0.402
4 C 1.149 1.472 0.578
5 C 1.443 2.665 0.593
6 H 0.052 -2.552 -0.675
7 H -0.528 -2.454 1.108
8 H -1.626 -2.370 -0.212
9 H 1.743 3.778 1.058
10 O 1.686 -0.871 0.494
11 S -1.646 0.167 -0.904


Arrangement y

DFT (the ωB97M-V functional and the def2-TZVPD basis) results for 2 unconnected molecules or ions with the total composition C5H4OS.

Molecular weight = 112.2 g/mol
HOMO energy (spin up / spin down) = -9.2437 / -10.0331 eV
Kohn-Sham gap (spin up / spin down) = 0.251 / 0.299 Ha
Lowest unoccupied orbital energy (spin up / spin down) = -2.43 / -1.89 eV

Element x y z (Å)
1 C 3.844 2.212 0.273
2 C 0.215 -1.018 0.166
3 C 4.024 0.994 0.193
4 C 1.325 -0.888 0.661
5 C -1.210 -0.851 -0.167
6 O 4.717 -1.232 -0.999
7 S 4.252 -0.711 0.318
8 H 3.688 3.202 0.187
9 H -1.486 -1.327 -1.020
10 H -1.671 -1.288 0.638
11 H -1.538 0.281 -0.172


We find arrangement w to be the most stable, with the next structure 25.3 kcal/mol higher.